ORCA calculation (ωB97M-V/def2-TZVPD) on a molecular structure, C30H47ClFeP2.

As for the energy relative to the best compared isomer or geometry (same formula, charge and spin): 1.865 eV. Its expectation value of S² is 8.93.

Geometry as ORCA input:
```
! wB97M-V def2-TZVPD RIJCOSX def2/J DEFGRID3
* xyz 1 6
Fe -0.1588 -0.4577 -2.4156
C -0.5394 -2.4475 1.4466
C 0.6045 -2.6703 0.7292
C 0.9582 -0.9138 2.2641
C -0.3749 -1.2769 2.2878
C 1.6794 -1.6601 1.1374
C -1.6769 -3.4042 1.5804
H -1.5118 -4.2584 0.9161
H -2.6398 -2.9446 1.3373
H -1.7288 -3.7761 2.6140
C -1.4535 -0.6752 3.1122
H -2.4425 -0.9946 2.7491
H -1.4268 0.4205 3.0638
H -1.3335 -0.9886 4.1602
C 1.6876 -0.3457 3.4267
H 2.1532 -1.1780 3.9810
H 0.9876 0.1572 4.1114
H 2.4831 0.3601 3.1425
C 2.9205 -2.4194 1.5818
H 2.6425 -3.0703 2.4470
H 3.7316 -1.7409 1.8861
H 3.2808 -3.0727 0.7547
C 0.9179 -3.9482 0.0334
H 1.0531 -4.7282 0.8016
H 1.8266 -3.9009 -0.5662
H 0.0980 -4.2601 -0.6260
C -1.0671 0.8015 -3.4185
C -1.5860 -0.5514 -3.6332
C -1.0337 -1.6006 -4.5369
C 0.5044 -1.6320 -4.6416
C 1.2186 -1.2334 -3.3809
C 1.5698 0.1311 -3.0115
C 1.3399 1.4011 -3.7711
C -0.0898 1.5012 -4.2967
H -1.4613 -1.4138 -5.5342
H 0.8619 -1.0196 -5.4818
H -1.4318 -2.5910 -4.2236
H -0.1962 1.1429 -5.3290
H -1.7078 1.4827 -2.8505
H -2.6486 -0.6824 -3.3926
H -0.3895 2.5605 -4.2716
H 1.5459 2.2277 -3.0770
H 2.5315 0.1960 -2.4755
H 2.0613 1.4771 -4.6023
H 0.7702 -2.6955 -4.8178
H 1.8700 -2.0085 -2.9789
P -2.3563 -0.6637 0.0998
C -3.3972 0.6372 -0.6528
C -2.2358 -2.0080 -1.2073
P 2.0739 -0.4773 -0.3167
C -0.7681 0.0570 -0.4913
C 3.8517 -0.7418 -0.6497
C 2.2222 1.3332 -0.0381
H -3.0124 1.6226 -0.3569
H -4.3996 0.4988 -0.2407
H -3.4299 0.5889 -1.7494
H -1.2018 -2.0443 -1.6728
H -2.9742 -1.8268 -2.0042
H -2.4354 -2.9936 -0.7749
H 2.0273 1.8629 -0.9840
H 3.2662 1.5186 0.2670
H 1.5320 1.6894 0.7158
H -0.2386 0.5208 0.4031
H -0.9569 0.9158 -1.1773
H 4.3545 -0.7050 0.3331
H 4.2303 0.0814 -1.2807
H 4.0214 -1.7094 -1.1532
Cl -1.8415 4.4810 0.6123
C -1.4830 4.5450 2.2825
C -1.8903 5.6138 3.0378
C -1.6384 5.6458 4.4298
C -0.9692 4.5729 5.0337
C -0.5223 3.5089 4.3008
C -0.7381 3.4587 2.8788
C -0.2610 2.4218 2.0918
H -2.4066 6.4367 2.5641
H -1.9682 6.4932 5.0054
H -0.7980 4.5988 6.1231
H 0.0182 2.6589 4.7613
H 0.4186 1.7003 2.5448
H -0.4929 2.4086 1.0336
*
```


ORCA calculation (ωB97M-V/def2-TZVPD) on 3 unconnected molecules or ions with the total composition C30H47N3O4.

The value obtained for the total energy is -1636.3788 hartree. Its expectation value of S² is 2.01.

Geometry as ORCA input:
```
! wB97M-V def2-TZVPD RIJCOSX def2/J DEFGRID3
* xyz 0 3
C -0.6280 1.1043 0.2681
N -1.8693 1.8399 -0.0894
C -2.7524 1.7763 1.0820
C -4.1964 2.1630 0.8072
C -4.8232 2.9935 1.6339
C -6.2684 3.3352 1.3886
O -6.7491 4.4207 1.6474
C -7.0822 2.1885 0.8193
C -8.3967 2.0213 1.1671
C -9.0541 0.9317 0.6380
C -8.4058 0.0607 -0.1968
C -7.0925 0.2355 -0.5742
C -6.4417 1.3184 -0.0432
C -4.9846 1.5981 -0.3657
O -4.5060 1.4203 -1.4638
H -0.8145 0.0445 0.4466
H -0.1773 1.5599 1.1716
H 0.0776 1.2987 -0.5429
H -1.5576 2.8083 -0.1215
H -2.7698 0.7206 1.3975
H -2.3951 2.3514 1.9524
H -4.3029 3.3942 2.5017
H -8.9227 2.6995 1.8291
H -10.0873 0.7372 0.9080
H -8.9533 -0.8021 -0.5681
H -6.5994 -0.4724 -1.2298
C 2.9097 -0.1768 -5.4367
C 2.5070 -0.5846 -4.0008
C 2.5770 -2.1090 -3.8538
C 1.4151 -2.8472 -4.5157
C 0.0777 -2.2744 -4.0526
C -0.0236 -0.7606 -4.2510
N 1.1528 -0.0410 -3.6805
O 1.0185 -0.0044 -2.3889
C -0.1709 -0.4463 -5.7530
C -1.3343 -0.2632 -3.6349
C 3.5856 0.0327 -3.1071
H 2.5234 0.8115 -5.6893
H 3.9940 -0.1278 -5.5380
H 2.5763 -0.8847 -6.1940
H 2.5907 -2.3742 -2.7913
H 3.5198 -2.4718 -4.2704
H 1.4979 -2.7994 -5.6049
H 1.4651 -3.9070 -4.2556
H -0.7351 -2.7700 -4.5882
H -0.0597 -2.5189 -2.9940
H -0.1348 0.6293 -5.9328
H -1.1319 -0.8071 -6.1210
H 0.5803 -0.9218 -6.3791
H -1.4266 -0.5236 -2.5813
H -2.1834 -0.7158 -4.1471
H -1.4284 0.8199 -3.7274
H 3.5646 1.1230 -3.1627
H 4.5718 -0.3007 -3.4302
H 3.4820 -0.2636 -2.0637
C 2.9286 0.4482 1.8759
C 3.0960 -0.9318 2.5489
C 1.7630 -1.3744 3.1630
C 1.4123 -0.6515 4.4620
C 2.5702 -0.7308 5.4543
C 3.8935 -0.2351 4.8664
N 4.1986 -0.8767 3.5547
O 4.6133 -2.0893 3.7793
C 3.8495 1.2988 4.7185
C 5.0117 -0.4799 5.8811
C 3.4303 -1.8834 1.3976
H 3.8880 0.9557 1.7654
H 2.5094 0.3503 0.8736
H 2.2464 1.1059 2.4134
H 1.7925 -2.4499 3.3661
H 0.9597 -1.2232 2.4371
H 1.1460 0.3906 4.2637
H 0.5248 -1.1109 4.9035
H 2.3243 -0.1507 6.3470
H 2.6776 -1.7692 5.7843
H 4.7364 1.6673 4.2005
H 3.8244 1.7720 5.7009
H 2.9712 1.6660 4.1935
H 5.0843 -1.5257 6.1765
H 4.8243 0.0929 6.7895
H 5.9791 -0.1679 5.4833
H 4.3841 -1.6202 0.9356
H 2.6576 -1.8235 0.6302
H 3.4750 -2.9238 1.7169
*
```


ORCA calculation (ωB97M-V/def2-TZVPD) on a molecular structure, C30H47N7O2OsP.

As for the energy relative to the best compared isomer or geometry (same formula, charge and spin): 0.315 eV.

Geometry as ORCA input:
```
! wB97M-V def2-TZVPD RIJCOSX def2/J DEFGRID3
* xyz 1 1
Os -0.1139 1.7727 -0.1019
O -0.9292 5.1251 2.2629
C -0.7260 4.0209 1.7965
N -0.4931 3.6909 0.5071
C 0.2096 4.6883 -0.2824
C 1.5464 4.0990 -0.6506
C 2.6430 4.8470 -1.0428
C 3.8143 4.1998 -1.3944
C 3.8639 2.8126 -1.3458
C 2.7443 2.1168 -0.9437
N 1.6119 2.7528 -0.6050
C -0.4893 2.8369 2.6929
C -0.6836 2.9040 4.0586
C -0.2269 1.8599 4.8455
C 0.4356 0.8073 4.2311
C 0.5792 0.8053 2.8558
N 0.1070 1.7948 2.0916
H 0.3361 5.6084 0.2913
H -0.3381 4.9461 -1.1944
H 2.5682 5.9253 -1.0666
H 4.6799 4.7700 -1.7037
H 4.7588 2.2705 -1.6143
H 2.7021 1.0375 -0.8779
H -1.1554 3.7865 4.4665
H -0.3604 1.8773 5.9186
H 0.8497 -0.0069 4.8088
H 1.0855 0.0129 2.3267
C 0.1057 1.6706 -4.0097
C -0.3863 2.6821 -2.9896
C -1.5498 3.5116 -3.5015
O -0.8505 1.9811 -1.8344
H 0.9641 1.1218 -3.6188
H 0.4055 2.1686 -4.9324
H -0.6893 0.9612 -4.2465
H 0.4463 3.3417 -2.7306
H -2.3666 2.8591 -3.8130
H -1.2467 4.1203 -4.3544
H -1.9249 4.1698 -2.7147
N 0.7419 0.0636 -0.0959
P -0.0947 -1.2801 0.1473
N 0.0094 -2.2448 -1.1828
C -0.0568 -1.5960 -2.4988
C 1.3056 -1.6091 -3.1840
C 1.8874 -3.0185 -3.2402
C 1.9153 -3.6592 -1.8559
C 0.5220 -3.6091 -1.2411
N -1.7179 -0.9682 0.3924
C -2.6701 -2.0269 0.0141
C -3.9862 -1.8716 0.7562
C -4.5756 -0.4865 0.5178
C -3.5690 0.5822 0.9229
C -2.2494 0.3736 0.1789
N 0.3974 -2.1809 1.4412
C -0.4318 -2.5895 2.5729
C -0.2357 -4.0662 2.8828
C 1.2368 -4.3502 3.1719
C 2.1177 -3.8839 2.0160
C 1.8256 -2.4333 1.6492
H -0.4177 -0.5735 -2.3836
H -0.7864 -2.1412 -3.1104
H 1.9768 -0.9506 -2.6233
H 1.2076 -1.2063 -4.1943
H 2.8887 -2.9944 -3.6730
H 1.2729 -3.6365 -3.9039
H 2.6189 -3.1200 -1.2134
H 2.2579 -4.6941 -1.9172
H 0.4868 -4.0419 -0.2447
H -0.1639 -4.1929 -1.8674
H -2.2167 -2.9953 0.2300
H -2.8445 -1.9957 -1.0700
H -3.8211 -2.0222 1.8279
H -4.6751 -2.6489 0.4218
H -5.5013 -0.3587 1.0792
H -4.8276 -0.3722 -0.5414
H -3.3832 0.5277 2.0003
H -3.9383 1.5835 0.6955
H -1.6156 1.1358 0.7156
H -2.3879 0.6031 -0.8815
H -1.4700 -2.3471 2.3654
H -0.1382 -2.0012 3.4549
H -0.5770 -4.6637 2.0311
H -0.8540 -4.3413 3.7392
H 1.3952 -5.4120 3.3631
H 1.5261 -3.8198 4.0861
H 1.9616 -4.5279 1.1480
H 3.1732 -3.9670 2.2823
H 2.3776 -2.1274 0.7605
H 2.1762 -1.7932 2.4732
*
```